Molecular formula: C37H47BN8S3Ti
Method: DFT, the ωB97M-V functional and the def2-TZVPD basis

Geometry as XYZ:
```
97
Properties=species:S:1:pos:R:3:lowdin_charge:R:1
Ti -2.7069 0.2468 0.0032 0.50
C -1.9693 -1.1567 4.3200 -0.05
C -1.0649 -1.2122 3.1360 -0.23
C -0.0981 -2.1672 2.9952 0.10
C 0.6906 -2.2017 1.8235 -0.18
N 0.4828 -1.3582 0.8433 0.18
N -0.4242 -0.3812 0.9659 0.00
B -0.5703 0.6094 -0.2007 -0.69
N -0.0870 0.1554 -1.6018 0.03
N 1.2403 0.0807 -1.7610 0.19
C 1.7538 -0.1016 -2.9509 -0.18
C 0.9198 -0.1619 -4.0913 0.09
C -0.4368 -0.1058 -3.9552 -0.23
C -1.3631 -0.1524 -5.1215 -0.06
C -0.9578 0.0112 -2.6338 -0.54
S -2.6564 -0.0224 -2.4123 0.78
C 3.2679 -0.2120 -3.0462 -0.54
C 3.8815 1.0534 -2.4338 -0.03
C 3.6924 -1.4486 -2.2447 -0.03
C 3.7491 -0.3713 -4.4881 -0.05
N -0.0995 2.0094 0.1873 -0.01
N 1.1255 2.0947 0.7093 0.20
C 1.5674 3.2600 1.1001 -0.19
C 0.7526 4.4161 0.9823 0.09
C -0.5045 4.3366 0.4518 -0.22
C -1.4248 5.5027 0.3488 -0.04
C -0.9371 3.0479 0.0372 -0.59
S -2.4797 2.7236 -0.6159 0.75
C 2.9629 3.3486 1.6846 -0.55
C 3.6202 1.9691 1.7299 -0.05
C 2.8792 3.9209 3.1071 -0.03
C 3.7956 4.2877 0.7974 -0.02
C -1.1963 -0.2515 2.0934 -0.58
S -2.3127 1.0428 2.2543 0.83
C 1.8297 -3.1838 1.6272 -0.53
C 1.8923 -4.2308 2.7394 -0.05
C 3.1267 -2.3535 1.6343 -0.02
C 1.6333 -3.8994 0.2827 -0.03
H -1.8047 -2.0095 4.9742 0.10
H -1.7999 -0.2411 4.8887 0.10
H -3.0137 -1.1400 4.0047 0.08
H 0.0533 -2.9033 3.7704 0.13
H 1.3564 -0.2343 -5.0760 0.12
H -0.8098 -0.2656 -6.0500 0.09
H -2.0707 -0.9758 -5.0196 0.08
H -1.9531 0.7645 -5.1701 0.10
H 3.5428 1.1750 -1.4075 0.05
H 4.9685 0.9828 -2.4410 0.10
H 3.5930 1.9350 -3.0081 0.09
H 3.3662 -1.3498 -1.2140 0.05
H 3.2551 -2.3520 -2.6741 0.09
H 4.7767 -1.5534 -2.2632 0.10
H 3.4906 0.4923 -5.1018 0.09
H 4.8344 -0.4584 -4.4863 0.10
H 3.3485 -1.2763 -4.9471 0.09
H 1.1179 5.3691 1.3394 0.13
H -0.9340 6.4161 0.6751 0.09
H -1.7761 5.6276 -0.6755 0.09
H -2.3080 5.3314 0.9667 0.09
H 3.0490 1.2894 2.3617 0.08
H 3.6771 1.5404 0.7320 0.06
H 4.6290 2.0577 2.1302 0.10
H 2.2636 3.2872 3.7468 0.09
H 3.8801 3.9659 3.5344 0.10
H 2.4651 4.9290 3.1209 0.08
H 3.8374 3.9164 -0.2274 0.09
H 3.3886 5.2986 0.7822 0.08
H 4.8136 4.3427 1.1810 0.10
H 2.0929 -3.7833 3.7131 0.09
H 0.9710 -4.8138 2.7898 0.09
H 2.7059 -4.9213 2.5236 0.10
H 3.3045 -1.9328 2.6253 0.09
H 3.9731 -2.9877 1.3738 0.10
H 3.0631 -1.5312 0.9247 0.06
H 0.7590 -4.5524 0.3329 0.08
H 1.4967 -3.1819 -0.5225 0.07
H 2.5021 -4.5157 0.0575 0.10
C -6.8793 1.2907 -0.0862 0.01
C -7.4515 0.0287 0.0160 0.01
C -6.6299 -1.0706 0.1820 0.04
C -5.2482 -0.9020 0.2017 -0.17
N -4.6976 0.3372 0.0899 -0.06
C -5.5063 1.4019 -0.0295 -0.08
C -4.3101 -2.0337 0.1952 -0.17
C -4.7150 -3.3673 0.2303 0.04
C -3.8025 -4.3666 -0.0342 0.01
C -2.4897 -4.0135 -0.3385 0.00
C -2.1318 -2.6896 -0.2777 -0.08
N -3.0044 -1.7096 0.0236 -0.05
H -7.4929 2.1699 -0.2135 0.13
H -8.5231 -0.0996 -0.0389 0.13
H -7.0547 -2.0575 0.2777 0.12
H -5.0209 2.3697 -0.0761 0.08
H -5.7428 -3.6138 0.4469 0.12
H -4.1034 -5.4042 -0.0302 0.13
H -1.7655 -4.7638 -0.6186 0.12
H -1.1102 -2.3929 -0.4818 0.11
```

Values from the calculation:
ΔE to the lowest compared entry with this formula, charge and spin	143.7	kJ/mol
DFT total energy	-107341.113	eV
HOMO level	-12.6	eV
charge	+2

***

Molecular formula: C24H32IrN2O4PS
Method: DFT, the ωB97M-V functional and the def2-TZVPD basis

Geometry as XYZ:
```
65
Properties=species:S:1:pos:R:3:nbo_charge:R:1
Ir 0.8188 -0.0428 0.2885 1.04
N 2.6648 1.0776 0.4587 -0.85
C 3.7940 0.1478 0.2347 -0.25
C 3.4347 -0.7768 -0.9054 -0.24
N 2.1121 -1.4160 -0.6060 -0.78
H 2.6443 1.8481 -0.2162 0.45
H 2.7540 1.5701 1.3465 0.43
H 3.9556 -0.4182 1.1547 0.21
H 4.7190 0.6791 0.0090 0.24
H 4.2018 -1.5347 -1.0573 0.24
H 3.3129 -0.2169 -1.8329 0.23
H 2.2437 -2.2088 0.0259 0.41
H 1.7090 -1.8136 -1.4555 0.44
O -1.2489 3.2202 -0.1838 -0.83
S -1.0313 1.8336 -0.0471 2.36
O -0.0308 1.1773 -1.0443 -0.80
O -0.3609 1.3631 1.2313 -0.88
C -2.5411 0.9565 -0.2081 -0.28
C -3.6976 1.6876 -0.4181 -0.16
C -4.9125 1.0147 -0.4483 -0.16
C -4.9579 -0.3578 -0.2576 -0.15
C -3.7894 -1.0841 -0.0529 -0.16
C -2.5634 -0.4376 -0.0242 -0.39
P -1.0318 -1.3967 0.1030 1.18
C -0.9916 -2.4461 -1.3608 -0.41
C -1.5194 -3.7380 -1.3387 -0.21
C -1.5503 -4.4905 -2.5030 -0.13
C -1.0668 -3.9581 -3.6903 -0.18
C -0.5577 -2.6660 -3.7224 -0.18
C -0.5217 -1.9073 -2.5626 -0.24
C -1.0762 -2.4101 1.5824 -0.45
C -0.3034 -3.5752 1.6494 -0.21
C -0.2284 -4.2849 2.8368 -0.20
C -0.9135 -3.8333 3.9583 -0.15
C -1.6722 -2.6726 3.8976 -0.20
C -1.7521 -1.9545 2.7147 -0.12
H -3.6468 2.7598 -0.5467 0.26
H -5.8250 1.5705 -0.6136 0.25
H -5.9090 -0.8725 -0.2730 0.25
H -3.8401 -2.1580 0.0801 0.24
H -1.8956 -4.1638 -0.4170 0.23
H -1.9546 -5.4934 -2.4830 0.24
H -1.0952 -4.5482 -4.5964 0.24
H -0.2030 -2.2454 -4.6538 0.24
H -0.1708 -0.8804 -2.6049 0.23
H 0.2015 -3.9527 0.7672 0.22
H 0.3512 -5.1967 2.8858 0.24
H -0.8594 -4.3932 4.8822 0.24
H -2.2063 -2.3272 4.7721 0.24
H -2.3455 -1.0489 2.6730 0.22
C 2.0019 3.6777 2.3845 -0.64
C 1.5463 4.4200 1.1503 -0.07
O 1.7329 3.5916 0.0013 -0.61
C 1.5022 4.2980 -1.2259 -0.07
C 2.7075 5.1004 -1.6708 -0.64
H 1.8556 4.2973 3.2685 0.25
H 3.0685 3.4434 2.3305 0.20
H 1.4199 2.7643 2.5316 0.20
H 2.1165 5.3451 1.0379 0.19
H 0.4866 4.6844 1.2258 0.19
H 0.6211 4.9350 -1.1104 0.19
H 1.2560 3.5352 -1.9678 0.18
H 2.9684 5.8763 -0.9520 0.22
H 2.4941 5.5916 -2.6205 0.24
H 3.5756 4.4549 -1.8109 0.20
```

Values from the calculation:
ΔE to the lowest compared entry with this formula, charge and spin	0.0	kJ/mol
DFT total energy	-59526.732	eV
HOMO level	-14.8	eV
charge	+2

***

Molecular formula: C8H18NO2
Method: DFT, the ωB97M-V functional and the def2-TZVPD basis

Geometry as XYZ:
```
29
Properties=species:S:1:pos:R:3:nbo_charge:R:1
C -1.1476 1.0566 -3.1234 -0.63
C -2.0231 0.3072 -2.1371 -0.06
O -1.1816 -0.2295 -1.1029 -0.58
C -1.8649 -1.0063 -0.1509 -0.08
C -1.1081 -0.8870 1.1874 -0.23
N 0.1984 -0.2020 0.9791 -0.36
C 0.8323 0.3504 2.2172 -0.25
C 1.8286 1.4113 1.7458 -0.09
O 2.4096 1.0424 0.5064 -0.51
C 2.5772 -0.3440 0.2915 -0.09
C 1.2213 -1.0910 0.3327 -0.25
H -0.7477 0.3978 -3.8956 0.22
H -1.7192 1.8494 -3.6105 0.24
H -0.3064 1.5213 -2.6023 0.22
H -2.5544 -0.5218 -2.6205 0.19
H -2.7760 0.9588 -1.6767 0.18
H -1.9212 -2.0550 -0.4634 0.20
H -2.8881 -0.6332 -0.0199 0.20
H -1.6805 -0.3034 1.9104 0.23
H -0.8803 -1.8591 1.6292 0.23
H 0.0313 0.5652 0.3174 0.47
H 1.3071 -0.4955 2.7195 0.22
H 0.0740 0.7759 2.8768 0.24
H 1.3098 2.3553 1.5577 0.21
H 2.5873 1.5897 2.5162 0.21
H 3.0189 -0.4322 -0.7005 0.23
H 3.2772 -0.7790 1.0167 0.19
H 0.8482 -1.3562 -0.6578 0.25
H 1.2780 -1.9860 0.9575 0.22
```

Values from the calculation:
ΔE to the lowest compared entry with this formula, charge and spin	0.0	kJ/mol
DFT total energy	-14165.790	eV
SMILES	CCOCC[NH+]1CCOCC1
HOMO level	-13.9	eV
charge	+1

***

Question: Which formula does entry 2 have?
Answer: C24H32IrN2O4PS

***

Question: What is the DFT total energy in the first record?
Answer: -107341.113 eV